# 1
A 2-piece molecular cluster, C19H21N2O2 overall in a non-equilibrium geometry, computed with ωB97M-V with the def2-TZVPD basis set.

The charge is +1. As for the largest force on an atom: 2.10 eV/A. The calculation puts the energy relative to the best compared isomer or geometry (same formula, charge and spin) at 334.7 kJ/mol. The value obtained for the total energy is -27111.16822 eV. The value obtained for the highest occupied orbital energy is -0.416 Eh.

CARTESIAN COORDINATES (ANGSTROEM)
C (-5.18, 2.38, -1.44)
O (-4.97, 0.94, -1.35)
C (-3.70, 0.48, -1.33)
C (-3.46, -0.90, -1.03)
C (-2.18, -1.33, -0.83)
C (-1.07, -0.44, -0.89)
C (0.20, -1.01, -0.60)
C (1.48, -0.44, -0.81)
C (2.54, -1.35, -1.12)
C (3.81, -0.89, -1.36)
C (4.09, 0.50, -1.28)
O (5.35, 0.92, -1.62)
C (5.64, 2.34, -1.49)
C (3.05, 1.40, -0.96)
C (1.77, 0.94, -0.76)
C (-1.31, 0.86, -1.40)
C (-2.60, 1.33, -1.61)
H (-6.27, 2.46, -1.41)
H (-4.71, 2.88, -0.57)
H (-4.78, 2.78, -2.39)
H (-4.30, -1.59, -1.00)
H (-1.99, -2.39, -0.67)
H (0.19, -2.11, -0.62)
H (2.30, -2.40, -1.28)
H (4.60, -1.58, -1.65)
H (6.73, 2.36, -1.55)
H (5.19, 2.90, -2.33)
H (5.26, 2.72, -0.52)
H (3.26, 2.46, -0.94)
H (0.98, 1.67, -0.63)
H (-0.50, 1.49, -1.71)
H (-2.79, 2.34, -2.01)
C (-1.57, -1.32, 4.55)
N (-0.75, -1.55, 3.39)
C (-1.04, -1.20, 2.10)
N (-0.08, -1.58, 1.32)
C (0.89, -2.19, 2.08)
C (0.49, -2.17, 3.38)
H (-1.10, -1.77, 5.43)
H (-1.71, -0.26, 4.74)
H (-2.56, -1.77, 4.43)
H (-1.95, -0.70, 1.82)
H (1.79, -2.62, 1.67)
H (0.95, -2.56, 4.27)

So, what does the Löwdin scheme give us? The charges, in e, come out as: atom 1 (C): -0.0393, atom 2 (O): -0.0717, atom 3 (C): -0.2419, atom 4 (C): 0.0182, atom 5 (C): -0.0393, atom 6 (C): -0.2173, atom 7 (C): -0.0175, atom 8 (C): -0.2016, atom 9 (C): -0.0086, atom 10 (C): 0.0219, atom 11 (C): -0.2252, atom 12 (O): -0.0708, atom 13 (C): -0.0397, atom 14 (C): 0.0012, atom 15 (C): -0.0015, atom 16 (C): 0.0074, atom 17 (C): 0.0040, atom 18 (H): 0.0997, atom 19 (H): 0.1072, atom 20 (H): 0.0950, atom 21 (H): 0.1288, atom 22 (H): 0.1325, atom 23 (H): 0.1288, atom 24 (H): 0.1273, atom 25 (H): 0.1281, atom 26 (H): 0.0995, atom 27 (H): 0.1057, atom 28 (H): 0.0967, atom 29 (H): 0.1074, atom 30 (H): 0.1083, atom 31 (H): 0.0981, atom 32 (H): 0.1183, atom 33 (C): -0.0111, atom 34 (N): -0.1088, atom 35 (C): -0.0837, atom 36 (N): 0.0381, atom 37 (C): -0.0657, atom 38 (C): -0.0244, atom 39 (H): 0.0986, atom 40 (H): 0.1011, atom 41 (H): 0.1013, atom 42 (H): 0.1485, atom 43 (H): 0.1185, atom 44 (H): 0.1277

# 2
C3H7N3O in the gas phase in a non-equilibrium geometry, computed with ωB97M-V with the def2-TZVPD basis set.

The charge is 0. As for the largest force on an atom: 1.97 eV/A. The calculation puts the energy relative to the best compared isomer or geometry (same formula, charge and spin) at 108.5 kJ/mol. The value obtained for the total energy is -9741.90830 eV. The value obtained for the highest occupied orbital energy is -0.341 Eh. The structure (SMILES) is O=C1NCCNN1.

CARTESIAN COORDINATES (ANGSTROEM)
O (-2.78, -0.06, 0.04)
C (-1.57, -0.09, -0.01)
N (-0.79, 1.01, -0.10)
C (0.66, 1.08, -0.14)
C (1.27, -0.25, 0.33)
N (0.52, -1.38, -0.26)
N (-0.87, -1.30, -0.01)
H (-1.38, 1.88, -0.06)
H (0.94, 1.80, 0.62)
H (1.09, 1.42, -1.10)
H (1.18, -0.32, 1.42)
H (2.34, -0.31, 0.00)
H (0.68, -1.41, -1.28)
H (-1.28, -2.05, 0.57)

So, what does the Löwdin scheme give us? The charges, in e, come out as: atom 1 (O): 0.0423, atom 2 (C): -0.5893, atom 3 (N): 0.0682, atom 4 (C): -0.1883, atom 5 (C): -0.1839, atom 6 (N): -0.0703, atom 7 (N): 0.0201, atom 8 (H): 0.1696, atom 9 (H): 0.1031, atom 10 (H): 0.1157, atom 11 (H): 0.1138, atom 12 (H): 0.1276, atom 13 (H): 0.1188, atom 14 (H): 0.1524

# 3
C33H50N5OP2S6V as an isolated structure in a non-equilibrium geometry, computed with ωB97M-V with the def2-TZVPD basis set.

The charge is -1. As for the expectation value of S²: 3.77. As for the largest force on an atom: 1.35 eV/A. The calculation puts the energy relative to the best compared isomer or geometry (same formula, charge and spin) at 120.1 kJ/mol. The value obtained for the total energy is -153811.23250 eV. The spin multiplicity is 4. The value obtained for the highest occupied orbital energy (alpha / beta) is -0.109 / -0.114 Eh.

CARTESIAN COORDINATES (ANGSTROEM)
V (-0.94, -0.08, 0.00)
C (-3.28, -2.48, 2.59)
C (-1.78, -2.72, 2.39)
C (-1.56, -3.55, 1.12)
P (-0.84, -1.13, 2.29)
C (-1.11, -0.38, 3.96)
C (-1.22, -1.35, 5.13)
C (-0.04, 0.65, 4.29)
C (0.92, -1.65, 2.29)
C (1.46, -2.50, 3.26)
C (2.83, -2.70, 3.41)
C (3.39, -3.59, 4.49)
C (3.65, -1.96, 2.57)
C (3.15, -1.14, 1.58)
C (1.76, -0.99, 1.37)
N (1.20, -0.18, 0.39)
C (1.94, 0.42, -0.62)
C (3.02, -0.15, -1.32)
C (3.60, 0.52, -2.38)
C (3.16, 1.77, -2.80)
C (3.81, 2.48, -3.97)
C (2.09, 2.34, -2.11)
C (1.47, 1.69, -1.05)
P (-0.05, 2.19, -0.13)
C (-0.75, 3.57, -1.15)
C (-0.02, 4.92, -1.08)
C (-2.25, 3.78, -0.89)
C (0.64, 2.91, 1.43)
C (1.85, 3.83, 1.37)
C (-0.50, 3.53, 2.25)
H (-3.81, -3.43, 2.48)
H (-3.53, -2.08, 3.57)
H (-3.67, -1.80, 1.84)
H (-1.36, -3.27, 3.24)
H (-1.99, -3.06, 0.24)
H (-0.51, -3.74, 0.93)
H (-2.08, -4.51, 1.23)
H (-2.06, 0.14, 3.83)
H (-0.26, -1.81, 5.35)
H (-1.52, -0.79, 6.02)
H (-1.96, -2.14, 4.98)
H (0.91, 0.16, 4.51)
H (0.13, 1.35, 3.48)
H (-0.34, 1.23, 5.17)
H (0.79, -3.05, 3.91)
H (2.60, -4.20, 4.94)
H (4.14, -4.28, 4.10)
H (3.85, -3.02, 5.29)
H (4.73, -2.03, 2.69)
H (3.85, -0.58, 0.97)
H (3.36, -1.14, -1.05)
H (4.42, 0.04, -2.91)
H (4.90, 2.40, -3.93)
H (3.50, 2.07, -4.93)
H (3.56, 3.54, -3.97)
H (1.73, 3.31, -2.42)
H (-0.66, 3.17, -2.16)
H (-0.24, 5.42, -0.13)
H (1.06, 4.85, -1.18)
H (-0.40, 5.57, -1.88)
H (-2.44, 4.07, 0.15)
H (-2.61, 4.59, -1.53)
H (-2.84, 2.89, -1.07)
H (0.97, 1.99, 1.90)
H (1.58, 4.86, 1.11)
H (2.32, 3.87, 2.36)
H (2.61, 3.49, 0.66)
H (-0.80, 4.50, 1.85)
H (-1.39, 2.89, 2.28)
H (-0.18, 3.68, 3.29)
S (-8.85, -0.97, 0.02)
C (-7.20, -0.89, -0.27)
S (-6.36, -1.79, -1.45)
C (-4.73, -1.20, -1.22)
C (-4.63, -0.28, -0.24)
S (-3.24, 0.60, 0.39)
S (-6.13, 0.13, 0.57)
S (-3.52, -1.88, -2.30)
C (1.72, -3.05, -3.42)
S (0.71, -3.70, -2.11)
C (-0.81, -3.80, -3.03)
O (0.56, -2.57, -1.13)
H (1.70, -3.75, -4.26)
H (2.73, -2.95, -3.03)
H (1.32, -2.07, -3.71)
H (-0.61, -4.01, -4.08)
H (-1.32, -2.84, -2.90)
H (-1.43, -4.59, -2.60)
N (0.34, 1.69, -4.78)
C (-0.20, 0.52, -5.19)
N (-0.18, 0.27, -6.53)
N (-0.73, -0.38, -4.41)
C (-0.76, -0.12, -3.10)
N (-0.88, -0.03, -1.96)
H (1.00, 2.12, -5.41)
H (0.62, 1.74, -3.81)
H (-0.28, 1.07, -7.13)
H (-0.79, -0.50, -6.78)

So, what does the Löwdin scheme give us? The charges, in e, come out as: atom 1 (V): 0.2235, atom 2 (C): -0.1026, atom 3 (C): -0.5365, atom 4 (C): -0.1174, atom 5 (P): 1.0412, atom 6 (C): -0.5197, atom 7 (C): -0.1155, atom 8 (C): -0.1093, atom 9 (C): -0.2835, atom 10 (C): -0.0653, atom 11 (C): -0.2971, atom 12 (C): -0.0684, atom 13 (C): -0.0591, atom 14 (C): -0.0293, atom 15 (C): -0.2839, atom 16 (N): -0.0955, atom 17 (C): -0.3115, atom 18 (C): -0.0327, atom 19 (C): -0.0507, atom 20 (C): -0.3073, atom 21 (C): -0.0696, atom 22 (C): -0.0992, atom 23 (C): -0.2800, atom 24 (P): 1.0488, atom 25 (C): -0.5217, atom 26 (C): -0.1200, atom 27 (C): -0.1306, atom 28 (C): -0.5286, atom 29 (C): -0.0995, atom 30 (C): -0.1218, atom 31 (H): 0.0824, atom 32 (H): 0.0637, atom 33 (H): 0.0407, atom 34 (H): 0.0879, atom 35 (H): 0.0542, atom 36 (H): 0.0566, atom 37 (H): 0.0809, atom 38 (H): 0.1055, atom 39 (H): 0.0663, atom 40 (H): 0.0795, atom 41 (H): 0.0528, atom 42 (H): 0.0823, atom 43 (H): 0.0272, atom 44 (H): 0.0829, atom 45 (H): 0.0961, atom 46 (H): 0.0687, atom 47 (H): 0.0703, atom 48 (H): 0.0719, atom 49 (H): 0.1069, atom 50 (H): 0.0916, atom 51 (H): 0.1037, atom 52 (H): 0.1088, atom 53 (H): 0.0728, atom 54 (H): 0.0637, atom 55 (H): 0.0723, atom 56 (H): 0.0940, atom 57 (H): 0.0885, atom 58 (H): 0.0649, atom 59 (H): 0.0532, atom 60 (H): 0.0781, atom 61 (H): 0.0667, atom 62 (H): 0.0754, atom 63 (H): 0.0248, atom 64 (H): 0.0691, atom 65 (H): 0.0572, atom 66 (H): 0.0784, atom 67 (H): 0.0697, atom 68 (H): 0.0634, atom 69 (H): 0.0717, atom 70 (H): 0.0765, atom 71 (S): 0.3728, atom 72 (C): -1.5629, atom 73 (S): 0.8482, atom 74 (C): -1.1906, atom 75 (C): -1.1292, atom 76 (S): 0.4678, atom 77 (S): 0.8477, atom 78 (S): 0.4114, atom 79 (C): -0.2802, atom 80 (S): 0.8330, atom 81 (C): -0.2859, atom 82 (O): -0.5517, atom 83 (H): 0.0500, atom 84 (H): 0.0437, atom 85 (H): 0.0428, atom 86 (H): 0.0516, atom 87 (H): -0.0494, atom 88 (H): 0.0488, atom 89 (N): 0.1915, atom 90 (C): -0.5039, atom 91 (N): 0.1430, atom 92 (N): 0.1529, atom 93 (C): -0.2839, atom 94 (N): 0.0825, atom 95 (H): 0.1004, atom 96 (H): 0.0663, atom 97 (H): 0.0987, atom 98 (H): 0.1061

# 4
C12H14Br30ClNO3P as an isolated structure in a non-equilibrium geometry, computed with ωB97M-V with the def2-TZVPD basis set.

The charge is -1. As for the largest force on an atom: 5.17 eV/A. The value obtained for the total energy is -2143388.04721 eV. The value obtained for the highest occupied orbital energy is -0.139 Eh.

CARTESIAN COORDINATES (ANGSTROEM)
O (-0.80, 1.04, 6.41)
C (-1.22, 0.97, 5.24)
O (-2.65, 0.89, 4.95)
C (-0.27, 1.03, 3.92)
N (1.14, 0.66, 4.18)
P (1.31, -1.02, 4.60)
O (-0.21, -1.85, 4.43)
Cl (1.73, -0.99, 6.73)
H (-2.75, 1.48, 4.15)
H (-0.27, 2.14, 3.61)
H (-0.75, 0.46, 3.05)
H (0.01, -2.68, 3.95)
C (-2.80, -1.46, 1.69)
Br (-4.71, -1.61, 1.40)
Br (-1.82, -2.86, 0.78)
Br (-2.14, 0.30, 1.22)
H (-2.63, -1.59, 2.76)
C (-2.26, -0.50, -2.13)
Br (-4.20, -0.64, -2.19)
Br (-1.41, -2.00, -3.02)
Br (-1.64, 1.20, -2.82)
H (-1.97, -0.54, -1.08)
C (0.76, 4.48, -4.93)
Br (-1.05, 4.43, -4.23)
Br (1.89, 3.17, -4.06)
Br (0.79, 4.28, -6.86)
H (1.16, 5.46, -4.71)
C (2.84, 5.66, 3.47)
Br (2.75, 4.85, 1.70)
Br (2.17, 4.49, 4.85)
Br (4.64, 6.28, 3.87)
H (2.20, 6.54, 3.45)
C (-6.64, -3.48, 4.54)
Br (-5.25, -3.69, 5.87)
Br (-7.89, -4.96, 4.57)
Br (-7.54, -1.77, 4.70)
H (-6.15, -3.50, 3.56)
C (-6.13, -4.14, -1.55)
Br (-7.52, -2.96, -2.22)
Br (-6.34, -4.49, 0.35)
Br (-6.01, -5.78, -2.58)
H (-5.18, -3.61, -1.67)
C (5.34, 3.19, -1.51)
Br (4.17, 1.66, -1.80)
Br (4.40, 4.88, -1.60)
Br (6.36, 3.03, 0.13)
H (6.05, 3.19, -2.33)
C (1.19, 0.41, -6.74)
Br (-0.63, 0.34, -6.07)
Br (2.34, -0.86, -5.83)
Br (1.25, 0.19, -8.67)
H (1.57, 1.40, -6.52)
C (3.23, -1.31, 0.68)
Br (2.19, -1.13, -0.95)
Br (3.30, 0.35, 1.67)
Br (2.57, -2.78, 1.76)
H (4.25, -1.56, 0.39)
C (5.87, -3.04, -4.56)
Br (6.09, -1.60, -5.84)
Br (7.17, -2.94, -3.13)
Br (4.05, -3.13, -3.88)
H (6.05, -3.97, -5.10)

So, what does the Löwdin scheme give us? The charges, in e, come out as: atom 1 (O): 0.0151, atom 2 (C): -0.4002, atom 3 (O): -0.0216, atom 4 (C): -0.3690, atom 5 (N): -0.3805, atom 6 (P): 0.4076, atom 7 (O): -0.4290, atom 8 (Cl): -0.0234, atom 9 (H): 0.0791, atom 10 (H): 0.1037, atom 11 (H): -0.0411, atom 12 (H): 0.0027, atom 13 (C): -1.4979, atom 14 (Br): 0.5420, atom 15 (Br): 0.5948, atom 16 (Br): 0.7326, atom 17 (H): -0.0222, atom 18 (C): -1.6097, atom 19 (Br): 0.5562, atom 20 (Br): 0.5310, atom 21 (Br): 0.5087, atom 22 (H): -0.1613, atom 23 (C): -1.5685, atom 24 (Br): 0.5542, atom 25 (Br): 0.5536, atom 26 (Br): 0.5810, atom 27 (H): -0.0253, atom 28 (C): -1.6185, atom 29 (Br): 0.5248, atom 30 (Br): 0.5888, atom 31 (Br): 0.5350, atom 32 (H): -0.0336, atom 33 (C): -1.6296, atom 34 (Br): 0.5768, atom 35 (Br): 0.5384, atom 36 (Br): 0.5490, atom 37 (H): -0.0798, atom 38 (C): -1.6084, atom 39 (Br): 0.5473, atom 40 (Br): 0.5274, atom 41 (Br): 0.5613, atom 42 (H): -0.0588, atom 43 (C): -1.5743, atom 44 (Br): 0.5091, atom 45 (Br): 0.5213, atom 46 (Br): 0.5648, atom 47 (H): -0.0292, atom 48 (C): -1.6143, atom 49 (Br): 0.5305, atom 50 (Br): 0.5223, atom 51 (Br): 0.5508, atom 52 (H): -0.1040, atom 53 (C): -1.5808, atom 54 (Br): 0.4872, atom 55 (Br): 0.5623, atom 56 (Br): 0.5390, atom 57 (H): -0.0272, atom 58 (C): -1.6006, atom 59 (Br): 0.5460, atom 60 (Br): 0.5624, atom 61 (Br): 0.5302, atom 62 (H): -0.0282

# 5
C4H4O3 as an isolated structure, computed with ωB97M-V with the def2-TZVPD basis set.

The charge is 0. As for the largest force on an atom: 0.61 eV/A. The calculation puts the energy relative to the best compared isomer or geometry (same formula, charge and spin) at 464.9 kJ/mol. The value obtained for the total energy is -10350.39346 eV. The value obtained for the highest occupied orbital energy is -0.332 Eh.

CARTESIAN COORDINATES (ANGSTROEM)
C (-1.88, 0.05, 0.21)
C (-0.52, -0.37, -0.28)
O (-0.31, -1.21, -1.12)
C (0.70, 0.34, 0.31)
O (0.64, 1.18, 1.19)
C (2.02, -0.24, -0.10)
O (2.84, 0.39, -0.87)
H (-1.93, -0.01, 1.30)
H (-2.65, -0.59, -0.24)
H (-2.06, 1.09, -0.07)
H (3.17, -0.63, -0.38)

So, what does the Löwdin scheme give us? The charges, in e, come out as: atom 1 (C): 0.0002, atom 2 (C): -0.3673, atom 3 (O): 0.1168, atom 4 (C): -0.3161, atom 5 (O): 0.1289, atom 6 (C): -0.0541, atom 7 (O): 0.0506, atom 8 (H): 0.0952, atom 9 (H): 0.0903, atom 10 (H): 0.0986, atom 11 (H): 0.1569